{
  "formula": "CHBrClNO",
  "method": "ωB97M-V/def2-TZVPD",
  "species": ["Br", "Cl", "O", "N", "C", "H"],
  "xyz": [[1.898397, 0.877361, 1.089845], [-1.471808, -0.311316, 1.276406], [-0.800246, -0.353328, -2.490809], [-1.056029, -0.372785, -1.320588], [-1.332765, 0.101000, -0.280619], [2.762450, 0.059069, 1.725764]],
  "forces_ev_per_a": [[-1.2659, 1.3563, -1.0365], [-0.3708, -0.1387, 1.5111], [0.0914, -0.9895, -0.2238], [0.1255, 1.8780, -1.2826], [0.0349, -0.7916, 0.0143], [1.3848, -1.3145, 1.0176]],
  "smiles": "[O-][N+]#CCl.Br",
  "total_energy_ev": -87151.7916,
  "de_lowest_kcal_mol": 79.31,
  "lumo_ha": -0.0121,
  "e_homo_ev": -9.770
}

{
  "formula": "C4H10NO2",
  "method": "ωB97M-V/def2-TZVPD",
  "species": ["O", "O", "N", "C", "C", "C", "C", "H", "H", "H", "H", "H", "H", "H", "H", "H", "H"],
  "xyz": [[-1.933844, -1.199784, 0.606099], [-1.114727, 2.015393, -0.191382], [0.040046, -0.974406, -0.849350], [-0.591633, 0.878127, 0.377052], [2.115834, -0.109135, 0.580619], [-1.373823, -0.356937, -0.271723], [0.808431, 0.269288, -0.198448], [0.054879, -1.899461, -0.475948], [-2.030358, -0.206687, -1.084416], [0.937349, 0.913860, -1.149581], [0.059205, -1.136717, -1.872298], [2.702659, -0.889936, 0.087360], [2.626557, 0.848891, 0.636677], [-0.902568, 2.717295, 0.432019], [-0.503391, 1.050611, 1.498218], [-2.766031, -1.416793, 0.283806], [1.871421, -0.503610, 1.591293]],
  "forces_ev_per_a": [[2.1004, 0.1187, 1.2754], [0.6906, 0.4513, -0.0626], [-1.7797, 1.3698, 0.0668], [0.9332, -1.8972, 0.4240], [-2.0116, 0.3419, 0.0708], [2.3503, 0.4116, 1.2944], [-0.5977, 0.1308, -2.5547], [0.7349, -0.7370, 1.0533], [-0.3468, 1.0397, -1.0878], [0.5611, -0.9415, 1.5731], [0.2285, 0.7520, 0.5924], [-0.0813, 0.4676, -0.2600], [0.5190, -0.2617, 0.2921], [-0.2487, 0.5345, -0.3630], [-0.6137, -1.1695, -1.1642], [-2.5488, -1.0917, -0.5943], [0.1103, 0.4809, -0.5559]],
  "charge": 1,
  "smiles": "C[C@H]1[NH2+][C@@H](O)[C@@H]1O",
  "total_energy_ev": -9886.8431,
  "de_lowest_kcal_mol": 63.30,
  "lumo_ha": -0.1204,
  "e_homo_ev": -14.764
}

For reference, HOMO-LUMO gap by record: 9.441 11.487 eV.